Record 1
97
Properties=species:S:1:pos:R:3 method="wB97M-V/def2-TZVPD" smiles="COC[C@H](C)N.NC(N)=O.NC(N)=O.NC(N)=O.NC(N)=O.NC(N)=O.NC(N)=O.NC(N)=O.CC(C)O.CC(C)O" e_homo_ev=-9.03 largest_force_ha_per_bohr=0.06492
O 11.356 9.623 13.272
O 11.150 6.954 9.107
O 10.318 13.774 11.662
O 8.864 18.146 7.526
O 8.070 13.142 15.115
O 10.557 9.241 7.616
O 16.837 11.949 11.808
O 11.663 14.827 7.576
O 16.157 7.534 10.211
O 12.463 16.079 15.016
N 17.482 8.945 11.359
N 10.691 14.830 14.555
N 10.776 16.325 16.359
N 18.493 13.250 11.271
N 15.308 9.474 11.078
N 13.278 10.232 14.302
N 11.250 11.313 14.786
N 7.436 14.873 8.345
N 16.410 14.126 11.744
N 11.328 7.087 11.291
N 11.676 8.920 10.137
N 6.382 11.847 14.595
N 7.576 12.940 12.957
N 13.782 14.838 8.274
N 12.793 16.748 7.590
C 16.329 8.623 10.783
C 11.331 15.764 15.317
C 8.722 10.585 6.734
C 8.602 7.976 7.087
C 10.781 12.537 11.107
C 10.109 12.149 9.761
C 12.669 15.461 7.765
C 11.946 10.350 14.072
C 17.238 13.082 11.596
C 8.209 16.869 7.328
C 7.927 16.154 8.667
C 9.199 16.021 9.546
C 8.088 19.126 8.260
C 11.364 7.655 10.100
C 9.098 9.339 7.544
C 12.321 12.597 11.004
C 7.385 12.660 14.250
H 18.248 8.331 11.193
H 10.282 11.241 14.497
H 17.728 9.910 11.495
H 14.700 15.058 7.916
H 8.630 9.532 8.524
H 11.430 9.360 10.976
H 12.624 13.105 10.082
H 12.598 11.548 10.875
H 10.278 14.319 10.859
H 11.977 17.319 7.520
H 9.116 7.582 6.204
H 7.225 19.431 7.662
H 11.276 17.083 16.774
H 11.542 7.535 12.180
H 11.453 9.447 9.323
H 14.497 9.293 10.513
H 6.458 14.858 8.099
H 8.693 20.025 8.440
H 18.941 14.155 11.186
H 7.680 14.197 9.016
H 7.253 16.978 6.695
H 9.089 11.451 7.242
H 7.536 7.907 6.865
H 13.806 10.631 15.037
H 9.757 14.420 14.677
H 6.993 12.501 12.227
H 6.223 11.926 15.573
H 13.703 9.627 13.619
H 15.483 13.704 11.781
H 8.971 16.300 6.772
H 10.635 11.274 9.395
H 10.254 12.872 8.925
H 10.610 11.800 11.881
H 12.874 12.941 11.902
H 10.777 8.305 7.529
H 11.185 14.638 13.697
H 16.432 15.028 11.309
H 9.029 15.755 10.603
H 9.803 16.934 9.578
H 15.587 10.428 11.108
H 11.297 6.095 11.287
H 8.372 13.522 12.740
H 10.026 15.862 16.795
H 7.194 16.713 9.255
H 5.679 11.532 13.965
H 19.047 12.500 11.660
H 8.813 7.238 7.860
H 13.549 17.158 8.092
H 13.709 13.821 8.253
H 7.659 18.699 9.140
H 11.542 12.279 14.976
H 9.891 15.317 9.098
H 9.045 11.982 9.864
H 9.103 10.523 5.713
H 7.617 10.705 6.648

=====

Record 2
86
Properties=species:S:1:pos:R:3 method="wB97M-V/def2-TZVPD" e_homo_ev=-11.08 e_above_lowest_kcal_mol=15.5 largest_force_ha_per_bohr=0.01476 charge=+1
Ta -0.369 -0.461 -0.268
S 0.111 2.249 -0.716
S 0.517 -3.123 -0.985
S -2.716 -2.152 -0.626
P -2.605 1.111 0.475
O 0.886 -0.542 1.591
O 1.688 -3.914 -0.863
O 3.070 0.035 -2.276
O -1.846 -1.255 -1.499
O 0.524 -2.016 -1.954
O 1.302 2.903 -1.102
O -2.309 -1.718 0.725
O 0.091 1.513 0.592
O -4.098 -2.104 -0.944
O 0.100 -2.408 0.286
O -0.337 1.114 -1.640
N 3.218 -0.305 1.220
N 1.709 -0.218 -0.416
C -1.224 3.356 -0.591
C -1.083 4.663 -1.026
C -0.574 -5.500 -1.621
C -2.804 1.119 2.268
C 6.181 2.778 -1.159
C -2.141 5.537 -0.833
C 5.578 1.535 -1.073
C -6.542 0.532 -1.776
C 5.044 3.476 0.835
C -3.503 0.044 4.305
C -2.947 1.079 5.043
C -6.568 0.516 -0.390
C -4.164 0.849 -1.741
C -2.239 2.153 3.014
C 4.027 -0.109 -0.003
C -1.602 -6.421 -1.774
C 6.159 -1.257 0.617
C -2.910 -6.039 -1.545
C -2.379 2.878 0.023
C 4.430 2.232 0.921
C 4.736 -2.345 -0.989
C -5.391 0.665 0.331
C 2.916 -0.094 -1.103
C -0.858 -4.200 -1.247
C 1.937 -0.370 0.903
C 6.769 -3.408 -0.261
C -3.425 3.774 0.205
C 7.036 -2.327 0.569
C -2.183 -3.806 -1.021
C -3.427 0.053 2.922
C -2.312 2.130 4.398
C 4.701 1.257 -0.028
C -5.341 0.707 -2.452
C 5.918 3.751 -0.203
C 5.622 -3.413 -1.039
C 5.002 -1.264 -0.159
C -3.301 5.092 -0.212
C -4.187 0.819 -0.345
C -3.202 -4.732 -1.176
H 6.395 4.719 -0.268
H -2.057 6.563 -1.161
H -4.344 3.439 0.669
H 7.934 -2.314 1.172
H -5.420 0.665 1.412
H -4.123 5.778 -0.055
H 3.599 -0.564 2.116
H 5.411 -4.250 -1.691
H -4.225 -4.422 -1.020
H 4.835 4.229 1.584
H -3.006 1.065 6.123
H -3.226 0.978 -2.269
H -1.742 2.977 2.519
H -1.873 2.935 4.971
H -3.994 -0.779 4.807
H 3.849 -2.363 -1.608
H -5.323 0.726 -3.534
H 0.458 -5.787 -1.772
H -7.506 0.390 0.134
H 6.861 2.988 -1.974
H -3.842 -0.768 2.356
H 3.739 2.033 1.730
H -3.718 -6.749 -1.658
H 6.383 -0.401 1.243
H 7.457 -4.241 -0.304
H -7.462 0.413 -2.333
H 5.783 0.777 -1.818
H -1.368 -7.436 -2.066
H -0.159 4.980 -1.490

=====

Record 3
58
Properties=species:S:1:pos:R:3 method="wB97M-V/def2-TZVPD" e_homo_ev=-5.62 e_above_lowest_kcal_mol=137.5 largest_force_ha_per_bohr=0.04995
S 0.091 2.967 3.243
S 1.031 -2.106 1.035
F 2.562 -2.677 2.934
F 2.212 -0.502 2.756
F 3.644 -1.496 1.419
O -0.711 4.160 3.101
O 0.622 2.667 4.558
O 1.690 0.986 -0.087
N -0.375 -0.952 -0.824
N 1.113 2.813 2.059
N -4.203 -0.608 -2.400
C -1.022 1.599 2.870
C -0.832 0.256 -1.237
C -1.890 -0.572 3.421
C -2.928 -0.387 2.505
C -2.553 -1.883 -1.167
C 2.441 -1.649 2.039
C -1.264 -1.975 -0.708
C 3.898 -1.521 -1.598
C -0.934 0.419 3.615
C 2.511 2.752 2.301
C 5.088 -1.582 -2.324
C 2.039 -0.094 -0.539
C -1.956 1.727 1.841
C 5.408 0.794 -2.002
C -3.008 -0.673 -1.765
C 5.855 -0.429 -2.516
C -5.050 -1.781 -2.541
C -4.607 0.582 -3.129
C 4.179 0.871 -1.346
C 3.391 -0.280 -1.170
C 1.070 -1.286 -0.500
C -2.122 0.434 -1.700
C -2.937 0.750 1.691
H 3.815 1.825 -0.958
H -3.715 0.880 0.942
H 6.017 1.693 -2.105
H -4.708 1.444 -2.452
H 2.805 3.141 3.292
H -3.192 -2.758 -1.075
H 2.962 3.368 1.511
H 2.874 1.718 2.182
H -0.126 0.299 4.329
H -5.578 0.379 -3.593
H -0.149 1.095 -1.169
H -3.718 -1.133 2.415
H -5.349 -2.166 -1.557
H -0.864 -2.903 -0.293
H 5.425 -2.542 -2.719
H 1.408 -2.040 -1.221
H -3.882 0.846 -3.917
H -2.414 1.425 -2.038
H -4.541 -2.589 -3.084
H -1.825 -1.489 4.007
H 3.356 -2.436 -1.351
H -1.903 2.589 1.179
H 6.797 -0.484 -3.063
H -5.947 -1.487 -3.096

=====

Number 1: molar mass 629.7 g/mol. Number 2: molar mass 1009.8 g/mol. Number 3: molar mass 511.6 g/mol.